one) Here is a gas-phase ion, C4H11N2O (charge +2) from OMol25. Energies are from ωB97M-V/def2-TZVPD.

```
18
Properties=species:S:1:pos:R:3:nbo_charge:R:1
O 1.600 -0.597 2.072 -0.138
C 1.937 -0.696 0.909 0.425
C 0.897 -0.442 -0.190 -0.099
C 0.425 0.968 0.047 -0.472
C -0.796 1.277 -0.895 -0.197
N -1.938 0.337 -0.364 -0.712
N -0.028 -1.528 0.100 -0.731
H 2.916 -1.220 0.711 0.328
H 1.444 -0.496 -1.104 0.279
H 1.194 1.748 -0.055 0.305
H 0.299 1.090 1.102 0.248
H -0.643 0.806 -1.825 0.239
H -1.078 2.356 -0.714 0.292
H -2.345 0.805 0.500 0.458
H -1.448 -0.579 -0.164 0.450
H -2.652 0.283 -1.076 0.459
H -0.157 -1.609 1.100 0.410
H 0.371 -2.503 -0.152 0.456
```

Calculated values
HOMO level (alpha / beta): -20.5 / -20.6 eV
LUMO level (alpha / beta): -9.7 / -13.5 eV
HOMO-LUMO gap (alpha / beta): 10.7793 / 7.1087 eV
Total charge: +2
2S+1: 2



two) Here is a gas-phase ion, C4H11N2O (charge +2) from OMol25. Energies are from ωB97M-V/def2-TZVPD.

```
18
Properties=species:S:1:pos:R:3:nbo_charge:R:1
N -1.162 -1.132 0.332 -0.740
C -1.966 0.063 -0.433 -0.182
C -0.853 1.070 -0.510 -0.325
N 0.500 0.489 -0.749 -0.235
C 1.701 0.620 0.134 -0.386
C 2.174 -0.766 0.788 0.467
O 1.482 -1.713 0.741 -0.432
H -0.878 -2.115 -0.048 0.496
H -0.243 -0.612 0.419 0.426
H -1.427 -1.302 1.331 0.470
H -2.800 0.193 0.147 0.273
H -2.306 -0.191 -1.459 0.272
H -1.019 1.846 -1.263 0.314
H -0.814 1.710 0.530 0.266
H 0.643 0.160 -1.745 0.455
H 1.365 1.357 0.930 0.289
H 2.492 1.097 -0.497 0.330
H 3.111 -0.776 1.352 0.243
```

Calculated values
HOMO level (alpha / beta): -19.9 / -19.7 eV
LUMO level (alpha / beta): -8.0 / -13.0 eV
HOMO-LUMO gap (alpha / beta): 11.8157 / 6.6657 eV
Total charge: +2
2S+1: 2



Verdict on stability: two) comes out at the bottom.



one) Here is a molecular structure, ArH22O11 from OMol25. Energies are from ωB97M-V/def2-TZVPD.

```
34
Properties=species:S:1:pos:R:3:nbo_charge:R:1
Ar -0.144 0.193 -0.361 0.001
O -1.530 3.114 -2.693 -0.937
H -1.860 2.702 -3.492 0.459
H -1.163 2.391 -2.184 0.477
O -2.363 -0.149 2.579 -0.948
H -1.715 0.044 3.257 0.469
H -2.389 0.641 2.040 0.494
O -1.579 -2.875 2.298 -0.974
H -1.901 -1.976 2.363 0.499
H -0.821 -2.901 2.882 0.474
O 0.356 2.337 2.154 -0.967
H 0.137 1.680 2.815 0.461
H 1.305 2.267 2.053 0.502
O 3.313 -0.687 1.678 -0.950
H 4.150 -0.594 1.222 0.462
H 2.778 -1.221 1.090 0.502
O 1.596 -2.420 0.665 -0.967
H 0.705 -2.397 0.316 0.505
H 1.929 -3.282 0.417 0.482
O 0.524 3.978 -0.457 -0.950
H 0.048 4.767 -0.198 0.465
H 0.441 3.390 0.294 0.482
O 2.840 1.750 0.702 -0.983
H 3.006 0.844 0.963 0.480
H 3.674 2.053 0.343 0.468
O -2.450 -1.657 -2.875 -0.967
H -1.817 -0.945 -2.963 0.480
H -1.934 -2.401 -2.564 0.475
O -0.495 0.394 -3.526 -0.957
H -0.607 0.544 -4.464 0.480
H 0.435 0.552 -3.366 0.485
O -1.408 -3.128 -0.617 -0.979
H -1.540 -2.930 0.310 0.500
H -1.521 -4.076 -0.679 0.472
```

Calculated values
HOMO level: -10.3 eV
LUMO level: 0.0 eV
HOMO-LUMO gap: 10.3453 eV
Total charge: 0



two) Here is a molecular structure, ArH22O11 from OMol25. Energies are from ωB97M-V/def2-TZVPD.

```
34
Properties=species:S:1:pos:R:3:nbo_charge:R:1
Ar -20.860 -1.538 -3.617 0.000
O -17.358 -2.600 -4.389 -0.981
H -17.811 -3.237 -3.835 0.511
H -16.431 -2.824 -4.302 0.472
O -19.216 -4.561 -3.220 -0.990
H -19.181 -5.162 -3.964 0.471
H -20.150 -4.460 -3.037 0.506
O -18.287 -0.343 -5.879 -0.978
H -17.903 -1.038 -5.345 0.504
H -17.605 0.327 -5.929 0.470
O -20.813 1.012 -6.369 -0.960
H -20.917 0.679 -7.261 0.465
H -20.059 0.536 -6.021 0.487
O -24.391 -3.174 -3.020 -0.958
H -24.601 -3.912 -3.593 0.481
H -25.177 -3.054 -2.487 0.488
O -23.616 -1.774 -5.499 -0.967
H -23.852 -1.951 -4.589 0.473
H -22.661 -1.710 -5.492 0.483
O -23.073 -1.963 0.034 -0.956
H -22.889 -2.623 0.703 0.459
H -22.242 -1.852 -0.428 0.491
O -20.288 -1.226 -0.271 -0.969
H -19.486 -1.745 -0.210 0.465
H -20.056 -0.495 -0.844 0.498
O -21.895 -4.788 -2.611 -0.963
H -21.799 -5.105 -1.713 0.476
H -22.466 -4.023 -2.536 0.506
O -21.390 -2.534 -6.862 -0.945
H -20.437 -2.444 -6.844 0.474
H -21.555 -3.206 -7.524 0.474
O -19.264 0.786 -1.888 -0.950
H -18.389 0.418 -1.768 0.473
H -19.111 1.647 -2.276 0.491
```

Calculated values
HOMO level: -10.0 eV
LUMO level: 0.1 eV
HOMO-LUMO gap: 10.1261 eV
Total charge: 0



Verdict on stability: one) comes out at the bottom.



one) Here is 9 unconnected molecules or ions with the total composition C45H45N9 from OMol25. Energies are from ωB97M-V/def2-TZVPD.

```
99
Properties=species:S:1:pos:R:3:mulliken_charge:R:1
C -2.535 -12.694 21.384 -0.283
C -3.583 -11.797 21.327 -0.489
C -4.227 -11.483 20.142 -0.430
N -3.732 -11.954 18.961 -0.502
C -2.733 -12.926 19.005 -0.213
C -2.089 -13.277 20.208 -0.318
H -2.059 -12.981 22.311 0.389
H -3.987 -11.414 22.253 0.342
H -5.118 -10.880 20.053 0.748
H -2.421 -13.454 18.116 0.353
H -1.217 -13.910 20.136 0.368
C -11.018 -8.225 18.128 -0.433
C -11.869 -7.173 18.192 -0.326
C -12.516 -6.856 19.385 -0.374
N -12.259 -7.548 20.501 -0.602
C -11.304 -8.538 20.481 -0.267
C -10.703 -8.971 19.267 -0.164
H -10.479 -8.445 17.219 0.402
H -11.998 -6.572 17.304 0.385
H -13.082 -5.943 19.499 0.403
H -11.114 -9.068 21.403 0.446
H -9.983 -9.766 19.138 0.531
C -6.568 0.298 20.167 0.047
C -7.378 -0.752 20.680 -0.113
C -8.726 -0.500 20.893 -0.491
N -9.292 0.664 20.543 -0.561
C -8.496 1.658 20.092 -0.237
C -7.131 1.522 19.858 -0.537
H -5.515 0.090 20.043 0.366
H -6.977 -1.715 20.961 0.367
H -9.400 -1.144 21.438 0.403
H -8.951 2.635 20.031 0.361
H -6.432 2.300 19.588 0.368
C -5.815 -4.926 23.073 -0.205
C -5.719 -5.399 24.391 -0.516
C -4.816 -4.750 25.292 -0.280
N -3.879 -3.889 24.878 -0.570
C -3.992 -3.423 23.601 -0.408
C -4.986 -3.797 22.712 0.156
H -6.551 -5.242 22.349 0.443
H -6.353 -6.180 24.783 0.398
H -4.758 -5.033 26.333 0.367
H -3.276 -2.687 23.266 0.447
H -5.148 -3.285 21.775 0.173
C -1.050 -0.917 19.122 -0.506
C -1.753 -1.938 18.554 -0.170
C -2.956 -2.363 19.119 0.115
N -3.453 -1.739 20.220 -0.050
C -2.815 -0.689 20.726 -0.352
C -1.594 -0.264 20.178 -0.576
H -0.058 -0.679 18.769 0.401
H -1.222 -2.524 17.818 0.237
H -3.425 -3.263 18.752 0.045
H -3.228 -0.198 21.595 0.505
H -1.052 0.585 20.567 0.389
C -2.253 -5.345 17.198 0.336
C -0.994 -5.955 17.350 -0.566
C -0.002 -5.563 16.448 -0.346
N -0.187 -4.639 15.513 -0.640
C -1.393 -4.050 15.427 -0.394
C -2.460 -4.354 16.244 -0.454
H -3.058 -5.689 17.830 0.344
H -0.843 -6.718 18.099 0.426
H 0.932 -6.101 16.374 0.391
H -1.562 -3.473 14.530 0.381
H -3.444 -3.925 16.124 0.551
C -7.679 -7.217 15.306 -0.083
C -8.182 -6.073 15.881 -0.338
C -7.343 -5.000 16.204 -0.268
N -6.080 -4.935 15.738 -0.415
C -5.598 -5.983 15.019 -0.307
C -6.363 -7.191 14.820 -0.725
H -8.350 -8.047 15.142 0.421
H -9.174 -6.082 16.309 0.285
H -7.768 -4.255 16.860 0.589
H -4.563 -6.001 14.713 0.415
H -5.950 -8.003 14.240 0.427
C -9.702 -11.452 22.449 -0.054
C -9.330 -12.468 21.600 -0.322
C -8.315 -12.250 20.640 -0.483
N -7.702 -11.062 20.592 -0.236
C -7.987 -10.089 21.547 -0.169
C -9.033 -10.280 22.429 -0.862
H -10.532 -11.605 23.124 0.380
H -9.948 -13.345 21.728 0.364
H -7.997 -13.018 19.951 0.416
H -7.430 -9.164 21.560 0.557
H -9.418 -9.470 23.032 0.478
C -6.288 -7.062 19.521 -1.407
C -7.688 -7.093 19.529 0.687
C -8.341 -5.852 19.490 -0.833
N -7.647 -4.672 19.404 -0.367
C -6.300 -4.637 19.549 -0.899
C -5.602 -5.863 19.622 -0.058
H -5.728 -7.985 19.570 0.734
H -8.271 -7.996 19.644 0.184
H -9.417 -5.802 19.575 0.505
H -5.867 -3.655 19.666 0.636
H -4.524 -5.830 19.676 0.739
```

Calculated values
HOMO level: -9.4 eV
LUMO level: 0.3 eV
HOMO-LUMO gap: 9.6968 eV
Total charge: 0
SMILES: c1ccncc1.c1ccncc1.c1ccncc1.c1ccncc1.c1ccncc1.c1ccncc1.c1ccncc1.c1ccncc1.c1ccncc1



two) Here is 9 unconnected molecules or ions with the total composition C45H45N9 from OMol25. Energies are from ωB97M-V/def2-TZVPD.

```
99
Properties=species:S:1:pos:R:3:mulliken_charge:R:1
C -20.002 31.007 -7.387 -0.794
C -20.323 31.129 -8.835 -0.535
C -19.538 30.673 -9.841 -0.390
N -18.203 30.261 -9.596 -0.390
C -17.914 30.203 -8.334 -0.287
C -18.736 30.401 -7.287 -0.388
H -20.596 31.324 -6.711 0.786
H -21.275 31.604 -8.916 0.463
H -19.675 30.747 -10.898 0.884
H -16.942 29.676 -8.283 0.357
H -18.255 30.421 -6.265 0.323
C -22.417 30.930 -12.908 -1.201
C -22.771 30.214 -11.718 0.624
C -24.091 30.213 -11.275 -0.520
N -25.037 30.994 -11.826 -0.396
C -24.722 31.674 -12.959 -1.351
C -23.471 31.750 -13.432 -0.104
H -21.463 30.970 -13.245 1.048
H -21.853 29.746 -11.217 0.086
H -24.646 29.570 -10.310 0.087
H -25.284 32.356 -13.315 0.936
H -23.132 32.426 -14.202 0.666
C -24.699 35.682 -15.985 -0.189
C -24.859 35.073 -14.794 -0.508
C -23.823 35.142 -13.809 -0.539
N -22.841 35.938 -13.836 -0.576
C -22.645 36.636 -14.957 -0.355
C -23.586 36.545 -16.032 -0.621
H -25.467 35.448 -16.630 0.606
H -25.681 34.410 -14.799 0.409
H -23.710 34.598 -12.954 1.021
H -21.774 37.310 -15.089 0.345
H -23.455 37.122 -16.902 0.449
C -25.175 31.100 -6.237 -0.287
C -25.307 32.486 -6.461 -0.318
C -26.039 32.917 -7.612 -0.170
N -26.476 32.130 -8.547 -0.502
C -26.424 30.785 -8.317 -0.339
C -25.805 30.274 -7.242 0.204
H -24.814 30.539 -5.265 0.290
H -24.925 33.219 -5.700 0.328
H -26.005 34.085 -7.656 0.231
H -26.929 30.112 -9.091 0.334
H -25.838 29.148 -7.135 0.221
C -22.035 26.409 -6.328 -0.565
C -21.746 27.431 -7.405 -0.212
C -22.803 27.900 -8.105 -0.074
N -24.026 27.446 -8.055 -0.385
C -24.285 26.479 -7.180 -0.179
C -23.398 25.989 -6.285 -0.731
H -21.351 25.818 -5.843 0.462
H -20.783 27.949 -7.787 0.143
H -22.675 28.596 -8.798 0.659
H -25.277 25.937 -7.293 0.301
H -23.679 25.576 -5.492 0.609
C -25.872 29.471 -15.758 -0.261
C -27.154 29.383 -16.354 -0.645
C -27.743 28.054 -16.528 -0.160
N -27.244 26.926 -16.100 -0.541
C -25.996 26.983 -15.593 -0.329
C -25.274 28.263 -15.324 0.004
H -25.414 30.159 -15.397 0.701
H -27.555 30.206 -16.891 0.400
H -28.828 27.854 -16.803 0.326
H -25.491 26.053 -15.425 0.410
H -24.250 28.320 -14.829 0.102
C -18.270 33.292 -12.900 -0.272
C -17.884 32.420 -14.021 -0.312
C -18.760 32.376 -15.095 -0.297
N -19.956 32.922 -15.012 -0.365
C -20.239 33.708 -13.940 -0.062
C -19.445 33.860 -12.836 -0.551
H -17.366 33.387 -12.076 0.196
H -16.765 32.098 -14.359 0.273
H -18.519 31.862 -16.021 0.436
H -21.204 34.132 -13.956 0.618
H -20.012 34.520 -12.047 0.330
C -19.752 28.498 -13.416 -0.205
C -20.890 27.879 -13.210 -0.312
C -21.085 26.986 -12.049 -0.252
N -19.963 26.686 -11.279 -0.568
C -18.899 27.531 -11.373 -0.211
C -18.723 28.452 -12.363 -0.324
H -19.659 29.208 -14.363 0.214
H -21.760 27.969 -13.643 0.610
H -22.071 26.324 -11.728 0.271
H -18.058 27.414 -10.659 0.331
H -17.760 28.908 -12.496 0.492
C -23.274 33.978 -18.468 -0.251
C -24.290 33.152 -17.950 -0.080
C -25.439 32.970 -18.868 -0.510
N -25.550 33.658 -19.996 -0.627
C -24.489 34.319 -20.479 -0.105
C -23.325 34.555 -19.801 -0.846
H -22.551 34.219 -17.743 0.696
H -24.117 32.514 -17.033 0.244
H -26.108 32.348 -18.546 0.678
H -24.626 34.604 -21.518 0.375
H -22.614 35.166 -20.298 0.418
```

Calculated values
HOMO level: -9.2 eV
LUMO level: 0.3 eV
HOMO-LUMO gap: 9.4805 eV
Total charge: 0
SMILES: c1ccncc1.c1ccncc1.c1ccncc1.c1ccncc1.c1ccncc1.c1ccncc1.c1ccncc1.c1ccncc1.c1ccncc1



Verdict on stability: two) comes out at the bottom.



one) Here is CH3FINS in the gas phase from OMol25. Energies are from ωB97M-V/def2-TZVPD.

```
8
Properties=species:S:1:pos:R:3:nbo_charge:R:1
C -1.096 -0.385 0.054 -0.435
N -0.249 0.663 0.677 -0.790
F 1.474 1.692 -0.995 -0.560
S 1.181 0.968 0.541 1.278
I 2.559 -0.958 -0.123 -0.140
H -1.956 -0.310 0.597 0.211
H -0.681 -1.319 0.411 0.215
H -1.233 -0.351 -1.162 0.221
```

Calculated values
HOMO level: -10.0 eV
LUMO level: -0.8 eV
HOMO-LUMO gap: 9.2109 eV
Total charge: 0



two) Here is a molecular structure, CH3FINS from OMol25. Energies are from ωB97M-V/def2-TZVPD.

```
8
Properties=species:S:1:pos:R:3:nbo_charge:R:1
C 0.067 -0.266 0.592 -0.455
N -0.580 0.781 1.285 -0.257
F -1.989 0.186 1.876 -0.374
S -0.678 2.307 1.246 0.587
I -1.206 3.869 -1.364 -0.232
H 0.917 -0.483 1.200 0.232
H -0.639 -1.083 0.613 0.263
H 0.280 -0.157 -0.454 0.237
```

Calculated values
HOMO level (alpha / beta): -9.5 / -9.3 eV
LUMO level (alpha / beta): -2.0 / -2.6 eV
HOMO-LUMO gap (alpha / beta): 7.5709 / 6.7655 eV
Total charge: 0



Verdict on stability: two) comes out at the bottom.